Record 1
Computed, not measured: a molecular structure, C31H33N6Rh, with ωB97M-V with the def2-TZVPD basis set.

Its charge is -2. The highest occupied orbital energy (alpha / beta) is 1.36 / 1.31 eV. Its lowest unoccupied orbital energy (alpha / beta) is 0.172 / 0.172 Ha.

Last column: Mulliken charge in e.
CARTESIAN COORDINATES (ANGSTROEM)
1 Rh -0.180 0.745 0.095  -0.196
2 C 1.944 3.198 0.805  -1.415
3 N 0.566 2.739 0.759  0.514
4 C -0.350 3.625 0.882  -0.539
5 C -1.727 3.300 0.663  0.276
6 C -2.886 4.051 0.890  -0.953
7 C -3.946 3.245 0.451  -0.588
8 C -3.355 2.059 -0.012  -0.760
9 N -2.018 2.087 0.114  0.240
10 C 2.507 3.514 -0.564  0.598
11 C 2.251 2.676 -1.648  0.917
12 C 2.768 2.982 -2.898  -0.451
13 C 3.541 4.122 -3.088  -0.447
14 C 3.805 4.954 -2.010  -0.558
15 C 3.290 4.645 -0.756  -0.639
16 H 2.555 2.413 1.258  0.132
17 H 2.028 4.099 1.431  0.392
18 H -0.092 4.657 1.156  0.267
19 H -2.936 5.046 1.312  0.383
20 H -5.002 3.477 0.465  0.432
21 H -3.855 1.219 -0.479  0.486
22 H 1.645 1.786 -1.483  -0.388
23 H 2.571 2.317 -3.731  0.406
24 H 3.933 4.360 -4.071  0.358
25 H 4.408 5.846 -2.143  0.337
26 H 3.503 5.294 0.087  0.313
27 C -1.645 -2.747 1.794  -0.513
28 N -2.765 -3.716 1.821  -0.019
29 C -3.215 -3.901 0.434  -0.726
30 N -3.636 -2.652 -0.200  0.064
31 C -2.480 -1.727 -0.167  -0.605
32 N -2.039 -1.484 1.203  0.537
33 C -3.135 -0.917 1.969  -0.430
34 N -4.306 -1.823 1.999  -0.020
35 C -3.867 -3.101 2.563  -0.745
36 C -4.705 -2.065 0.608  -0.723
37 H -0.822 -3.168 1.214  0.098
38 H -1.303 -2.577 2.818  0.281
39 H -4.054 -4.605 0.429  0.343
40 H -2.392 -4.325 -0.146  0.396
41 H -2.754 -0.777 -0.625  0.036
42 H -1.655 -2.161 -0.735  0.152
43 H -3.424 0.038 1.530  0.037
44 H -2.800 -0.748 2.995  0.288
45 H -4.716 -3.794 2.567  0.364
46 H -3.546 -2.937 3.596  0.350
47 H -4.998 -1.112 0.162  0.384
48 H -5.567 -2.741 0.601  0.343
49 C 1.315 -0.582 -0.189  -1.952
50 C 1.135 -1.455 -1.338  0.787
51 C 0.941 -0.974 -2.656  0.068
52 C 0.721 -1.819 -3.729  -0.496
53 C 0.681 -3.203 -3.562  -0.503
54 C 0.879 -3.712 -2.279  -0.732
55 C 1.099 -2.867 -1.204  -0.263
56 H 0.950 0.100 -2.804  0.221
57 H 0.584 -1.396 -4.721  0.339
58 H 0.506 -3.863 -4.403  0.317
59 H 0.849 -4.786 -2.116  0.348
60 H 1.255 -3.277 -0.211  0.421
61 C 5.035 -0.689 1.986  -0.627
62 C 3.908 -0.018 2.482  -0.186
63 C 2.709 -0.010 1.804  -0.865
64 C 2.528 -0.662 0.537  1.638
65 C 3.701 -1.357 0.070  -0.696
66 C 4.891 -1.361 0.766  -0.488
67 H 5.975 -0.695 2.527  0.333
68 H 3.976 0.498 3.437  0.309
69 H 1.837 0.484 2.222  0.453
70 H 3.642 -1.879 -0.880  0.236
71 H 5.744 -1.895 0.349  0.325

Record 2
Computed, not measured: a molecular structure, C31H33N7O2PtS2 in a non-equilibrium geometry, with ωB97M-V with the def2-TZVPD basis set.

Its charge is 0. The highest occupied orbital energy is -7.58 eV. Its lowest unoccupied orbital energy is -0.060 Ha.

Last column: Mulliken charge in e.
CARTESIAN COORDINATES (ANGSTROEM)
1 Pt -0.582 0.077 0.488  0.676
2 N 5.021 -4.611 2.428  -0.506
3 C 4.223 -3.500 2.577  1.228
4 C 4.748 -2.309 3.092  -0.830
5 C 3.937 -1.211 3.293  -0.329
6 C 2.589 -1.281 2.975  -0.439
7 C 2.053 -2.454 2.466  0.395
8 C 2.861 -3.557 2.266  -1.066
9 S 1.512 0.124 3.208  1.262
10 O 2.206 1.168 3.903  -0.679
11 O 0.301 -0.337 3.817  -0.674
12 N 1.089 0.673 1.639  -0.484
13 C 2.128 1.277 0.967  0.101
14 N 3.390 1.178 1.415  -0.344
15 C 4.326 1.921 0.861  -0.207
16 C 4.072 2.756 -0.214  -1.279
17 C 2.783 2.683 -0.709  0.149
18 N 1.832 1.950 -0.156  0.348
19 H 6.016 -4.523 2.498  0.190
20 H 4.660 -5.410 1.942  0.188
21 H 5.802 -2.266 3.341  0.287
22 H 4.327 -0.287 3.694  0.489
23 H 0.999 -2.502 2.243  -0.011
24 H 2.437 -4.478 1.883  0.304
25 H 5.320 1.817 1.288  0.411
26 H 4.822 3.397 -0.651  0.424
27 H 2.486 3.248 -1.587  0.294
28 C -1.451 3.440 1.213  -1.244
29 C -0.753 3.852 -0.055  1.028
30 C -0.452 5.185 -0.297  -0.809
31 C 0.153 5.579 -1.480  -1.134
32 C 0.543 4.621 -2.400  -0.297
33 C 0.273 3.275 -2.185  0.677
34 C 0.745 2.241 -3.173  -1.458
35 C -0.429 2.905 -1.032  -0.657
36 N -0.939 1.576 -0.914  -0.197
37 C -1.908 1.299 -1.748  1.659
38 C -2.479 2.256 -2.750  -1.991
39 C -2.464 -0.009 -1.656  1.494
40 C -3.515 -0.482 -2.606  -2.026
41 N -1.983 -0.757 -0.715  0.233
42 C -2.423 -2.110 -0.621  -1.511
43 C -3.689 -2.385 -0.095  1.805
44 C -4.543 -1.272 0.448  -1.437
45 C -4.098 -3.708 -0.019  -0.790
46 C -3.270 -4.733 -0.437  -0.941
47 C -2.004 -4.446 -0.920  -0.925
48 C -1.559 -3.138 -1.026  1.147
49 C -0.184 -2.827 -1.550  -1.190
50 H -1.346 4.212 1.973  0.467
51 H -1.028 2.513 1.600  0.014
52 H -2.517 3.280 1.033  0.246
53 H -0.724 5.928 0.442  0.439
54 H 0.322 6.628 -1.682  0.399
55 H 1.059 4.915 -3.307  0.484
56 H 1.745 2.492 -3.524  0.538
57 H 0.093 2.192 -4.050  0.310
58 H 0.778 1.254 -2.713  0.286
59 H -2.072 3.255 -2.643  0.373
60 H -3.562 2.308 -2.629  0.513
61 H -2.277 1.906 -3.764  0.404
62 H -3.200 -0.304 -3.635  0.467
63 H -4.440 0.074 -2.442  0.421
64 H -3.716 -1.541 -2.471  0.403
65 H -3.919 -0.528 0.946  0.209
66 H -5.258 -1.666 1.167  0.502
67 H -5.102 -0.764 -0.342  0.244
68 H -5.071 -3.937 0.398  0.446
69 H -3.594 -5.761 -0.343  0.398
70 H -1.347 -5.251 -1.226  0.426
71 H 0.426 -3.728 -1.584  0.466
72 H 0.315 -2.090 -0.918  0.065
73 H -0.239 -2.409 -2.559  0.240
74 S -2.091 -3.281 3.263  -0.403
75 C -1.382 -2.177 2.367  0.767
76 N -0.784 -1.420 1.696  -0.460

Record 3
Computed, not measured: a molecular structure, C31H34AsClGeO2PdSe2Te2, with ωB97M-V with the def2-TZVPD basis set.

Its charge is +1. The multiplicity is 6. The highest occupied orbital energy (alpha / beta) is -8.89 / -10.14 eV. Its lowest unoccupied orbital energy (alpha / beta) is -0.118 / -0.201 Ha. Its expectation value of S² is 8.810.

Last column: Löwdin spin population.
CARTESIAN COORDINATES (ANGSTROEM)
1 Pd 0.640 -0.689 0.920  1.162
2 Se 0.314 -0.797 3.402  0.583
3 Te 2.509 -1.077 4.418  0.356
4 Te 4.333 -0.666 2.441  0.323
5 Se 3.036 -0.690 0.361  0.597
6 Cl -4.300 0.714 -4.766  0.106
7 C -2.994 0.250 -3.787  0.236
8 C -1.739 -0.003 -4.376  -0.014
9 C -0.695 -0.363 -3.582  0.163
10 C -0.835 -0.470 -2.136  0.073
11 O 0.179 -0.711 -1.463  0.319
12 C -2.169 -0.237 -1.572  0.112
13 C -2.538 -0.376 -0.133  0.025
14 O -1.801 -0.702 0.765  0.089
15 C -3.192 0.116 -2.394  0.013
16 H -1.623 0.103 -5.447  -0.004
17 H 0.290 -0.548 -3.990  0.007
18 H -3.599 -0.177 0.076  0.002
19 H -4.174 0.316 -1.977  -0.002
20 C -3.773 3.272 -1.533  0.018
21 C -2.557 3.446 -2.185  0.001
22 C -1.369 3.080 -1.558  0.021
23 C -1.368 2.521 -0.274  0.062
24 C -2.605 2.358 0.366  0.020
25 C -3.795 2.738 -0.250  -0.002
26 Ge 0.308 1.936 0.561  0.269
27 C 0.505 2.815 2.291  0.048
28 C -0.487 3.618 2.858  0.015
29 C -0.321 4.173 4.124  0.000
30 C 0.844 3.940 4.843  0.011
31 C 1.844 3.150 4.289  0.001
32 C 1.670 2.590 3.030  0.012
33 C 1.759 2.583 -0.587  0.051
34 C 1.930 2.089 -1.886  0.012
35 C 2.972 2.522 -2.699  0.000
36 C 3.876 3.463 -2.225  0.007
37 C 3.721 3.971 -0.944  0.001
38 C 2.672 3.539 -0.136  0.013
39 H -4.697 3.571 -2.015  0.001
40 H -2.533 3.883 -3.177  0.000
41 H -0.430 3.240 -2.076  0.001
42 H -2.644 1.926 1.362  0.001
43 H -4.738 2.623 0.273  0.000
44 H -1.396 3.835 2.310  0.001
45 H -1.100 4.797 4.546  0.000
46 H 0.973 4.377 5.825  0.001
47 H 2.760 2.973 4.840  0.000
48 H 2.457 1.969 2.615  0.000
49 H 1.245 1.349 -2.277  0.001
50 H 3.079 2.127 -3.703  0.000
51 H 4.691 3.803 -2.853  0.000
52 H 4.415 4.716 -0.571  0.000
53 H 2.563 3.969 0.852  0.001
54 C 2.497 -4.356 1.941  0.001
55 C 0.978 -4.461 1.881  0.020
56 As 0.249 -3.269 0.543  0.173
57 C -1.629 -3.789 0.424  0.028
58 C -1.947 -5.254 0.711  0.009
59 C 1.073 -3.907 -1.104  0.027
60 C 1.097 -5.418 -1.313  0.009
61 H 2.890 -4.936 2.776  0.001
62 H 2.822 -3.325 2.070  0.000
63 H 2.964 -4.732 1.029  0.000
64 H 0.515 -4.178 2.825  0.002
65 H 0.660 -5.476 1.645  0.003
66 H -1.956 -3.497 -0.577  0.000
67 H -2.149 -3.142 1.126  0.001
68 H -1.464 -5.936 0.015  0.000
69 H -3.024 -5.417 0.637  0.002
70 H -1.648 -5.539 1.719  0.000
71 H 2.078 -3.489 -1.091  0.004
72 H 0.543 -3.404 -1.912  0.000
73 H 1.558 -5.944 -0.478  0.000
74 H 1.677 -5.658 -2.206  0.002
75 H 0.099 -5.827 -1.458  0.000

no.,DFT total energy (Eh)
1,-1640.045653
2,-2650.584300
3,-11591.563600